[1]
Here is a cluster of 2 separate species, C7H8N3 in total at a distorted geometry from the Open Molecules 2025 dataset. Energies are from the ωB97M-V functional and the def2-TZVPD basis.

Geometry as XYZ:
```
18
Properties=species:S:1:pos:R:3:forces:R:3:lowdin_charge:R:1
C -1.411 3.459 1.026 -0.46 -0.93 1.39 0.145
C -1.319 2.442 1.682 -0.02 1.91 -2.02 -0.161
C -0.802 -0.939 0.725 -0.65 -0.18 1.69 0.004
C -0.390 0.259 1.207 0.26 1.32 0.78 -0.187
C 0.947 -0.290 -0.472 -1.37 -1.24 0.22 0.113
C 1.866 -2.573 -3.353 2.43 -1.69 -1.64 -0.153
C -0.891 1.210 2.277 -0.73 -0.63 1.59 -0.139
N 1.027 -1.778 -3.034 -2.33 1.55 1.06 0.116
N 0.084 -1.284 -0.257 -0.35 -0.12 -1.13 0.083
N 0.688 0.659 0.405 -0.32 -2.33 -0.62 0.171
H -1.703 4.432 0.714 0.15 0.09 -0.38 0.040
H -1.624 -1.646 1.022 1.11 1.08 -0.25 0.173
H 2.888 -2.417 -3.036 0.69 0.07 0.55 0.080
H 1.840 -3.384 -4.110 -0.72 0.17 0.28 0.104
H -0.209 1.617 3.121 -0.50 -1.72 -1.26 0.170
H -1.780 0.685 2.732 0.97 0.57 -0.09 0.147
H -0.263 -1.993 -0.884 1.10 -0.23 -0.65 0.143
H 1.053 1.540 0.233 0.76 2.32 0.49 0.151
```
Forces are in eV/Å.

Calculated values
E_HOMO (alpha / beta) ... -0.49116 / -0.49778 hartree
Spin multiplicity ... 1
Relative energy (zero: lowest compared OMol25 entry of this formula, charge and spin) ... 130.5 kcal/mol
DFT total energy ... -11845.260 eV
Total charge ... +1



[2]
Here is the molecule C7H8N3P at a distorted geometry from the Open Molecules 2025 dataset. Energies are from the ωB97M-V functional and the def2-TZVPD basis.

Geometry as XYZ:
```
19
Properties=species:S:1:pos:R:3:forces:R:3:lowdin_charge:R:1
C -0.267 -0.362 -3.953 -0.46 -3.22 1.34 -0.114
C -0.370 -0.199 -2.448 1.23 -0.37 0.26 -0.596
N 0.875 -0.091 -1.832 -1.03 -0.68 -1.53 -0.020
N 0.802 0.026 -0.576 1.51 0.77 0.76 -0.042
N -0.390 0.112 -0.130 -2.99 0.29 -0.55 -0.368
C -0.588 0.429 1.301 2.06 -0.31 -1.13 -0.340
C 0.488 1.337 1.846 0.05 -4.51 3.10 -0.022
C 1.067 0.641 2.889 1.53 2.72 0.34 -0.084
C 0.562 -0.704 3.007 -0.63 -0.66 -0.24 -0.086
C -0.344 -0.841 2.021 -3.14 -2.45 1.74 -0.085
P -1.692 -0.132 -1.314 2.10 0.46 -0.01 0.997
H -0.979 0.245 -4.355 -1.88 1.73 -1.60 0.017
H -0.508 -1.424 -4.319 0.25 1.36 0.78 0.103
H 0.691 -0.144 -4.343 1.04 0.46 0.01 0.053
H -1.537 0.939 1.367 -0.57 -0.36 0.43 0.139
H 0.594 2.252 1.456 0.85 3.35 -0.98 0.062
H 1.860 0.963 3.665 -1.33 -0.04 -1.73 0.129
H 0.889 -1.390 3.824 -0.47 0.45 -1.14 0.120
H -1.152 -1.657 1.893 1.88 1.03 0.16 0.136
```
Forces are in eV/Å.

Calculated values
SMILES string ... Cc1nnn(C2C=CC=C2)p1
E_HOMO ... -0.31848 hartree
Spin multiplicity ... 1
Relative energy (zero: lowest compared OMol25 entry of this formula, charge and spin) ... 3.5 kcal/mol
DFT total energy ... -21144.417 eV



[3]
Here is the molecule C7H8N4O at a distorted geometry from the Open Molecules 2025 dataset. Energies are from the ωB97M-V functional and the def2-TZVPD basis.

Geometry as XYZ:
```
20
Properties=species:S:1:pos:R:3:forces:R:3:lowdin_charge:R:1
H -3.508 -0.446 3.098 0.77 0.16 -0.80 0.040
N -3.466 -0.467 2.071 0.00 0.43 0.15 0.087
C -2.368 -0.221 1.437 -1.20 -1.28 4.99 -0.455
C -0.938 -0.134 1.914 -0.75 0.12 -1.53 0.101
C -0.157 -0.210 0.831 -4.65 -0.03 0.26 -0.314
N -1.018 -0.255 -0.283 -1.01 -0.38 -1.23 0.063
N -2.412 -0.293 0.120 3.21 0.88 -2.87 0.158
C -0.571 0.096 -1.495 -1.87 0.73 -4.26 -0.386
O -1.236 0.070 -2.565 0.90 -0.16 2.79 0.034
C 0.834 0.654 -1.587 -0.22 -1.58 0.69 -0.014
C 1.631 0.119 -0.471 1.15 -0.83 2.38 -0.272
C 3.124 0.012 -0.489 0.26 1.87 -1.77 -0.021
N 1.132 -0.303 0.649 3.23 0.78 -1.08 0.177
H -0.510 -0.099 2.865 -0.13 -0.02 1.50 0.094
H -3.136 -0.730 -0.444 0.54 -0.01 0.15 0.173
H 0.798 1.718 -1.560 -0.15 1.07 0.13 0.140
H 1.278 0.382 -2.531 -0.01 -0.15 -0.39 0.136
H 3.536 0.306 0.458 0.03 -0.42 0.60 0.077
H 3.550 0.765 -1.201 -0.32 -0.72 0.23 0.096
H 3.438 -0.965 -0.815 0.22 -0.44 0.04 0.085
```
Forces are in eV/Å.

Calculated values
SMILES string ... [H]/N=c1\cc2n([nH]1)C(=O)CC(C)=N2
E_HOMO ... -0.30365 hartree
Spin multiplicity ... 1
Relative energy (zero: lowest compared OMol25 entry of this formula, charge and spin) ... 52.2 kcal/mol
DFT total energy ... -15394.613 eV



[4]
Here is the ion C7H8NO2 with charge -1 at a distorted geometry from the Open Molecules 2025 dataset. Energies are from the ωB97M-V functional and the def2-TZVPD basis.

Geometry as XYZ:
```
18
Properties=species:S:1:pos:R:3:forces:R:3:lowdin_charge:R:1
O 2.038 0.565 -3.070 0.90 -1.66 -1.83 -0.177
C 1.308 1.088 -2.214 -1.96 1.44 2.14 -0.416
N 1.622 0.308 -0.644 -0.60 1.70 -1.43 -0.115
O 2.607 -0.587 -1.000 -0.33 -1.18 0.57 -0.095
C 0.534 -0.135 0.016 0.38 -0.64 1.58 -0.323
C -0.544 0.738 0.194 -1.37 1.25 -1.41 -0.060
C -1.666 0.412 1.002 1.56 0.86 0.01 -0.124
C -1.685 -0.802 1.723 -0.36 1.18 -0.34 -0.157
C -0.573 -1.638 1.608 -0.26 3.16 -1.84 -0.130
C 0.535 -1.287 0.825 0.17 -1.58 0.43 -0.030
H 1.569 2.072 -1.876 0.35 1.30 0.22 0.064
H 0.167 1.116 -2.319 0.71 -0.77 0.05 0.086
H 2.393 -0.545 -1.971 1.14 -0.32 -0.64 0.041
H -0.469 1.664 -0.515 -0.58 -1.44 1.94 0.118
H -2.327 1.266 1.226 -0.22 -0.82 -0.33 0.084
H -2.517 -1.031 2.420 0.63 0.08 -0.58 0.084
H -0.703 -2.470 2.163 0.60 -3.03 1.64 0.045
H 1.441 -1.926 0.846 -0.75 0.46 -0.21 0.104
```
Forces are in eV/Å.

Calculated values
SMILES string ... [O-]CN(O)c1ccccc1
E_HOMO ... -0.11948 hartree
Spin multiplicity ... 1
Relative energy (zero: lowest compared OMol25 entry of this formula, charge and spin) ... 38.4 kcal/mol
DFT total energy ... -12971.653 eV
Total charge ... -1



[5]
Here is a cluster of 2 separate species, C7H8O in total at a distorted geometry from the Open Molecules 2025 dataset. Energies are from the ωB97M-V functional and the def2-TZVPD basis.

Geometry as XYZ:
```
16
Properties=species:S:1:pos:R:3:forces:R:3:lowdin_charge:R:1
C -0.314 0.115 -1.837 -1.55 -0.17 -1.29 -0.136
C 0.689 0.600 -0.999 0.92 -1.16 2.31 -0.266
C 1.340 1.775 -1.229 0.29 -0.38 -0.70 -0.087
C -1.234 -0.462 -2.358 0.80 0.39 0.75 0.122
C 0.852 -0.252 0.165 -0.16 -0.60 -1.40 -0.120
C -2.409 -0.484 1.024 0.13 -0.99 0.22 0.071
C 1.817 -0.098 1.254 -1.14 3.77 2.19 -0.119
O 2.105 2.499 -1.724 -0.24 0.19 0.46 0.187
H -2.106 -1.036 -2.445 -0.59 -0.27 -0.72 0.026
H 0.255 -1.205 0.193 0.56 1.36 -0.33 0.118
H -2.438 -0.913 0.019 -0.06 0.21 0.54 -0.037
H -2.199 0.566 1.129 -0.05 0.06 0.11 -0.016
H -2.423 -1.165 1.902 -0.02 0.74 -0.79 0.000
H 2.639 -0.744 1.374 0.86 -1.19 -0.27 0.048
H 1.157 -0.184 2.179 1.10 -0.06 -0.65 0.095
H 2.268 0.988 1.351 -0.86 -1.91 -0.44 0.114
```
Forces are in eV/Å.

Calculated values
E_HOMO (alpha / beta) ... -0.32417 / -0.26204 hartree
Spin multiplicity ... 1
Relative energy (zero: lowest compared OMol25 entry of this formula, charge and spin) ... 166.6 kcal/mol
DFT total energy ... -9429.018 eV



[6]
Here is the molecule C7H8O at a distorted geometry from the Open Molecules 2025 dataset. Energies are from the ωB97M-V functional and the def2-TZVPD basis.

Geometry as XYZ:
```
16
Properties=species:S:1:pos:R:3:forces:R:3:lowdin_charge:R:1
C -3.077 -0.029 0.180 -2.87 0.93 -2.06 -0.098
O -1.809 0.507 -0.205 1.16 -1.06 0.88 -0.104
C -0.779 -0.364 -0.118 -1.18 -2.81 0.37 -0.069
C 0.537 -0.159 -0.157 -2.67 4.08 -1.02 -0.310
C 1.573 -1.047 -0.230 3.14 -2.09 1.10 -0.072
C 2.735 -0.336 0.024 -0.45 -2.44 -1.03 -0.087
C 2.412 1.012 0.076 -1.60 1.85 0.20 -0.120
C 1.069 1.196 -0.098 0.95 -0.06 0.22 -0.017
H -3.162 -0.826 0.960 0.81 1.05 -0.28 0.090
H -3.583 -0.522 -0.782 1.02 1.10 1.89 0.121
H -3.683 0.950 0.423 0.94 -2.30 -0.18 0.122
H -1.035 -1.451 0.080 -0.38 1.23 -0.48 0.153
H 1.436 -2.104 -0.369 0.21 -0.25 0.06 0.106
H 3.762 -0.656 0.046 -0.03 -0.50 0.06 0.098
H 3.127 1.732 0.325 0.85 1.24 0.04 0.083
H 0.477 2.096 -0.153 0.11 0.03 0.24 0.105
```
Forces are in eV/Å.

Calculated values
SMILES string ... COC=C1C=CC=C1
E_HOMO ... -0.28921 hartree
Spin multiplicity ... 1
Relative energy (zero: lowest compared OMol25 entry of this formula, charge and spin) ... 69.4 kcal/mol
DFT total energy ... -9433.231 eV



[7]
Here is the molecule C7H8O at a distorted geometry from the Open Molecules 2025 dataset. Energies are from the ωB97M-V functional and the def2-TZVPD basis.

Geometry as XYZ:
```
16
Properties=species:S:1:pos:R:3:forces:R:3:lowdin_charge:R:1
C 3.836 -0.449 0.199 2.31 -1.18 0.63 -0.006
C 2.587 -0.426 -0.071 -0.26 0.25 0.11 -0.117
C 1.306 -0.325 -0.216 1.01 3.59 -0.02 -0.120
C 0.609 0.974 -0.154 -4.34 -0.30 0.70 -0.059
C -0.798 0.999 0.074 3.88 2.98 0.47 -0.139
C -1.625 -0.118 0.071 -3.07 0.62 -0.37 -0.126
C -2.967 0.115 0.115 -0.64 -1.07 0.14 -0.139
O -4.022 -0.764 -0.077 0.88 1.03 0.30 0.009
H 4.620 -0.587 -0.548 -0.33 0.49 -0.15 0.059
H 4.229 -0.645 1.212 -0.53 0.35 -0.34 0.070
H 0.789 -1.168 -0.406 -1.81 -2.72 -0.42 0.060
H 1.085 1.939 -0.232 0.51 -0.21 0.18 0.091
H -1.352 1.955 0.358 1.26 -0.98 -0.75 0.126
H -1.148 -0.972 -0.284 -0.05 -1.94 -0.21 0.081
H -3.459 1.062 0.355 0.86 -0.01 -0.01 0.126
H -3.690 -1.591 -0.395 0.31 -0.90 -0.25 0.083
```
Forces are in eV/Å.

Calculated values
SMILES string ... C=C=C/C=C\C=C\O
E_HOMO ... -0.27529 hartree
Spin multiplicity ... 1
Relative energy (zero: lowest compared OMol25 entry of this formula, charge and spin) ... 88.7 kcal/mol
DFT total energy ... -9432.397 eV



[8]
Here is the molecule C7H8O at a distorted geometry from the Open Molecules 2025 dataset. Energies are from the ωB97M-V functional and the def2-TZVPD basis.

Geometry as XYZ:
```
16
Properties=species:S:1:pos:R:3:forces:R:3:lowdin_charge:R:1
C 2.030 -0.456 1.501 1.31 0.33 2.40 0.010
C 1.659 -0.089 0.331 1.27 -1.53 1.90 -0.180
C 1.129 0.040 -0.792 -2.49 0.08 -3.58 -0.123
C -0.065 -0.726 -1.366 -1.11 1.20 -0.34 -0.077
C -1.345 -0.263 -1.478 1.64 0.01 1.83 -0.121
C -1.747 0.807 -0.570 2.12 0.83 0.31 -0.097
C -0.977 0.891 0.566 -1.66 -3.42 1.82 -0.215
O -0.997 1.839 1.555 1.14 -0.24 1.24 -0.017
H 1.501 -0.085 2.393 0.22 -0.01 -0.38 0.059
H 3.006 -0.924 1.734 -0.85 -0.15 -0.41 0.073
H 1.437 0.879 -1.375 0.06 0.65 -0.58 0.118
H 0.018 -1.643 -1.844 1.22 -1.58 -1.00 0.066
H -2.089 -0.711 -2.122 0.14 -0.34 0.01 0.098
H -2.208 1.611 -1.088 -0.82 1.01 0.38 0.090
H -0.583 -0.193 0.912 -0.85 2.93 -0.65 0.158
H -0.514 1.585 2.437 -1.33 0.23 -2.96 0.157
```
Forces are in eV/Å.

Calculated values
SMILES string ... C=C=C/C=C\C=C\O
E_HOMO ... -0.29738 hartree
Spin multiplicity ... 1
Relative energy (zero: lowest compared OMol25 entry of this formula, charge and spin) ... 117.4 kcal/mol
DFT total energy ... -9431.150 eV



[9]
Here is a cluster of 2 separate species, C7H8O in total at a distorted geometry from the Open Molecules 2025 dataset. Energies are from the ωB97M-V functional and the def2-TZVPD basis.

Geometry as XYZ:
```
16
Properties=species:S:1:pos:R:3:forces:R:3:lowdin_charge:R:1
C 0.754 -1.468 0.413 -0.27 -1.37 -1.77 -0.139
C -0.005 -1.691 -0.759 1.35 -0.63 1.16 -0.097
C 0.539 0.267 1.108 -0.66 1.71 0.26 -0.228
C 0.340 0.510 2.297 0.02 -0.29 -0.61 0.188
H 0.527 -2.100 1.261 -0.19 0.36 0.18 0.092
H 1.822 -1.329 0.260 -0.11 0.36 0.06 0.104
H -0.808 -0.344 -0.884 -0.26 1.56 0.34 0.035
H 0.467 -1.526 -1.719 -0.08 0.21 -0.01 0.080
H -0.823 -2.399 -0.734 -0.22 0.25 0.08 0.074
H 0.105 0.660 3.322 0.09 -0.09 0.18 0.047
C 0.770 1.284 -0.099 1.81 -0.95 0.76 -0.344
C -1.186 0.799 -0.868 -0.84 -1.12 -0.84 -0.083
C -1.981 1.618 -1.275 0.39 -0.07 0.33 0.082
O 1.617 1.010 -0.917 -0.67 0.22 0.07 0.038
H 0.489 2.307 0.177 -0.29 -0.22 -0.17 0.127
H -2.627 2.403 -1.583 -0.07 0.08 -0.02 0.023
```
Forces are in eV/Å.

Calculated values
E_HOMO (alpha / beta) ... -0.29910 / -0.29941 hartree
Spin multiplicity ... 1
Relative energy (zero: lowest compared OMol25 entry of this formula, charge and spin) ... 207.4 kcal/mol
DFT total energy ... -9427.248 eV



[10]
Here is the molecule C7H8O at a distorted geometry from the Open Molecules 2025 dataset. Energies are from the ωB97M-V functional and the def2-TZVPD basis.

Geometry as XYZ:
```
16
Properties=species:S:1:pos:R:3:forces:R:3:lowdin_charge:R:1
C -0.410 1.902 0.034 0.78 -0.39 1.18 0.058
C -0.847 0.635 -0.268 3.74 1.64 3.32 -0.271
C -2.164 0.254 -0.056 -2.70 0.30 -1.04 -0.087
C -2.243 -1.061 0.060 1.40 2.18 -0.34 -0.154
O -1.098 -1.701 0.077 2.38 0.61 -0.38 0.024
C -0.058 -0.621 -0.033 -4.00 -1.30 -0.85 -0.133
C 1.139 -1.086 -0.011 3.29 3.24 0.31 -0.085
C 2.411 -0.216 0.006 1.91 0.65 -1.75 -0.114
H -1.298 2.618 0.238 2.18 -0.73 -0.46 0.088
H 0.708 2.036 0.484 -2.99 0.16 -1.65 0.108
H -2.992 0.948 -0.072 -0.06 -0.19 -0.05 0.121
H -3.077 -1.575 -0.088 -3.46 -2.60 0.23 0.090
H 1.436 -2.073 -0.116 -0.53 -1.93 0.38 0.090
H 3.117 -1.055 -0.307 0.18 1.68 0.97 0.070
H 2.791 0.429 0.908 -1.09 -1.89 -1.13 0.099
H 2.585 0.567 -0.856 -1.04 -1.44 1.26 0.097
```
Forces are in eV/Å.

Calculated values
SMILES string ... C=c1cco/c1=C/C
E_HOMO ... -0.28153 hartree
Spin multiplicity ... 1
Relative energy (zero: lowest compared OMol25 entry of this formula, charge and spin) ... 99.1 kcal/mol
DFT total energy ... -9431.946 eV



[11]
Here is the molecule C7H8O at a distorted geometry from the Open Molecules 2025 dataset. Energies are from the ωB97M-V functional and the def2-TZVPD basis.

Geometry as XYZ:
```
16
Properties=species:S:1:pos:R:3:forces:R:3:lowdin_charge:R:1
C -1.472 0.836 0.934 -0.77 1.10 -1.82 -0.135
C -0.283 0.614 1.412 1.15 -0.68 4.89 -0.107
C 0.526 -0.404 0.722 -0.27 1.63 2.02 -0.315
C 1.918 -0.145 0.311 0.57 -1.88 0.14 -0.068
C 0.810 0.073 -0.661 0.40 -0.71 -0.16 -0.264
C 0.079 -0.727 -1.686 -4.16 0.89 -0.53 -0.022
C -1.239 -0.388 -1.435 0.93 -0.63 0.21 -0.093
O -1.779 0.472 -0.388 -0.83 -0.81 -1.37 -0.090
H -2.219 1.532 1.386 0.47 -0.92 -0.78 0.135
H -0.026 0.947 2.540 -0.63 -0.61 -2.77 0.157
H 0.400 -1.421 1.099 -0.48 0.13 -0.90 0.155
H 2.330 -1.177 0.522 0.89 1.83 -1.12 0.136
H 2.332 0.810 0.528 1.16 0.03 0.73 0.098
H 0.526 1.169 -0.563 0.54 -1.48 -1.29 0.167
H 0.126 -1.426 -2.622 0.99 1.56 2.02 0.136
H -2.030 -0.766 -2.100 0.02 0.55 0.72 0.109
```
Forces are in eV/Å.

Calculated values
SMILES string ... C1=C[C@@H]2C[C@H]2C=CO1
E_HOMO ... -0.30153 hartree
Spin multiplicity ... 1
Relative energy (zero: lowest compared OMol25 entry of this formula, charge and spin) ... 128.6 kcal/mol
DFT total energy ... -9430.665 eV



[12]
Here is the molecule C7H8OS at a distorted geometry from the Open Molecules 2025 dataset. Energies are from the ωB97M-V functional and the def2-TZVPD basis.

Geometry as XYZ:
```
17
Properties=species:S:1:pos:R:3:forces:R:3:lowdin_charge:R:1
O -0.801 -2.396 -0.034 -1.21 -1.25 -0.50 0.059
C 0.092 -1.623 -0.069 2.38 1.08 0.85 -0.328
C 0.855 -1.172 1.159 -0.75 -0.07 -1.66 -0.039
C 1.502 -0.019 1.014 0.38 -0.79 -0.94 -0.072
C 1.583 0.783 -0.324 0.51 -0.35 2.65 -0.202
C 0.234 1.237 -0.746 -1.31 1.78 -1.47 -0.123
C -0.957 0.648 -0.760 2.29 1.77 -0.05 -0.153
C -2.176 0.238 -0.858 0.21 -0.09 1.16 -0.541
S -3.350 0.130 0.425 -0.05 0.80 0.81 0.758
H 0.580 -1.146 -0.983 -0.99 -0.99 0.25 0.124
H 0.840 -1.867 1.993 0.06 0.50 0.22 0.112
H 2.144 0.263 1.798 0.65 0.82 0.95 0.083
H 2.146 1.713 -0.097 -0.10 -0.71 -0.24 0.112
H 2.200 0.171 -0.993 -0.43 0.31 -0.36 0.120
H 0.317 2.322 -1.098 -0.72 -1.47 0.30 0.129
H -2.424 -0.357 -1.678 -0.61 -0.70 -1.42 0.058
H -2.786 1.075 1.252 -0.32 -0.64 -0.53 -0.098
```
Forces are in eV/Å.

Calculated values
SMILES string ... O=C/C=C\CC=C=CS
E_HOMO ... -0.31689 hartree
Spin multiplicity ... 1
Relative energy (zero: lowest compared OMol25 entry of this formula, charge and spin) ... 55.0 kcal/mol
DFT total energy ... -20267.698 eV